Computed, not measured: 2 unconnected molecules or ions with the total composition C4H14N2 in a non-equilibrium geometry, with ωB97M-V/def2-TZVPD.

The relative energy (zero: lowest compared OMol25 entry of this formula, charge and spin) comes out at 1.043 eV. Its total charge is 0. The SMILES is CNC.CNC. For the maximum force, the calculation gives 1.1 eV/Å.

Each line ends with the Mulliken charge.
CARTESIAN COORDINATES (ANGSTROEM)
1 C 1.243 1.797 -0.829  -1.01
2 N 1.392 0.390 -0.453  -0.21
3 C 2.684 0.047 0.126  -0.97
4 H 0.932 2.373 0.042  0.28
5 H 2.178 2.224 -1.208  0.35
6 H 0.441 1.870 -1.559  0.32
7 H 1.328 -0.141 -1.310  0.27
8 H 3.515 0.192 -0.584  0.30
9 H 2.694 -1.007 0.394  0.30
10 H 2.864 0.642 1.020  0.32
11 C -2.399 0.242 0.070  -0.83
12 N -1.278 -0.539 0.580  -0.25
13 C -1.651 -1.911 0.899  -0.81
14 H -2.925 0.599 0.963  0.31
15 H -2.023 1.102 -0.482  0.28
16 H -3.122 -0.287 -0.564  0.31
17 H -0.526 -0.599 -0.095  0.23
18 H -0.920 -2.646 0.559  0.29
19 H -2.625 -2.210 0.473  0.26
20 H -1.802 -2.138 1.959  0.27

Computed, not measured: C4H6FNOS in the gas phase in a non-equilibrium geometry, with ωB97M-V/def2-TZVPD.

The relative energy (zero: lowest compared OMol25 entry of this formula, charge and spin) comes out at 4.588 eV. Its total charge is 0. The SMILES is CO/C(N)=C(\F)C=S. For the maximum force, the calculation gives 5.3 eV/Å.

Each line ends with the Mulliken charge.
CARTESIAN COORDINATES (ANGSTROEM)
1 C 1.607 -1.812 -1.410  -0.64
2 O 0.294 -1.391 -1.793  -0.39
3 C -0.476 -0.620 -0.993  0.62
4 N -1.729 -0.807 -1.412  -0.51
5 C -0.082 0.281 0.020  0.28
6 F 1.378 0.271 0.470  -0.31
7 C -1.001 0.954 0.906  -0.32
8 S -0.201 1.682 2.244  -0.24
9 H 1.862 -1.977 -0.213  0.26
10 H 2.324 -0.893 -1.344  0.27
11 H 1.934 -2.564 -2.119  0.30
12 H -1.377 -1.190 -2.365  0.35
13 H -2.377 0.038 -1.358  0.28
14 H -2.089 1.196 0.352  0.06